A cluster of 3 separate species, C32H58O7SSi in total. Source: the OMol25 dataset; level of theory: ωB97M-V with the def2-TZVPD basis set.

Values from the calculation:
SMILES = CC[C@H](C)[C@H]1CC[C@H](CCCCCCCC[Si](C)(C)c2ccccc2)S(=O)(=O)O1.CCOC(C)=O.CCOC(C)=O
total energy = -67171.24829 eV
net charge = 0

CARTESIAN COORDINATES (ANGSTROEM)
C 0.8183 5.0223 1.7528
C 1.5306 3.7159 1.3899
C 0.6363 2.7573 0.5861
C -0.7441 2.6009 1.2618
C 1.2690 1.3835 0.4473
C 2.3897 1.2700 -0.5559
C 2.6534 -0.1762 -0.9439
C 2.5715 -1.2268 0.2110
C 1.7317 -2.4287 -0.2274
C 0.2205 -2.1843 -0.3474
C -0.6502 -3.2026 0.4171
C -1.8922 -2.5146 1.0026
C -3.1119 -3.4399 1.2021
C -4.3928 -2.9203 0.5489
C -5.2497 -2.0897 1.4999
C -6.3094 -1.2235 0.7875
Si -5.7049 0.5209 0.4348
C -4.0916 0.4479 -0.5504
C -5.3118 1.4128 2.0414
C -6.9076 1.4743 -0.6628
C -7.5484 0.8357 -1.7394
C -8.4030 1.5498 -2.5837
C -8.6247 2.9066 -2.3537
C -8.0023 3.5614 -1.2843
C -7.1474 2.8389 -0.4423
S 2.0943 -0.6107 1.8397
O 3.2540 -0.6954 2.6837
O 0.9281 -1.2883 2.3237
O 1.7715 0.9405 1.7341
H 0.2330 4.9122 2.6580
H 0.1204 5.3095 0.9691
H 1.5350 5.8269 1.8685
H 1.8046 3.1933 2.3006
H 2.4029 3.9539 0.7866
H 0.4653 3.1363 -0.4190
H -1.2029 1.6481 1.0140
H -1.4184 3.4046 0.9880
H -0.6408 2.6183 2.3445
H 0.4859 0.6903 0.1381
H 2.0836 1.8197 -1.4450
H 3.2888 1.7708 -0.2034
H 3.6620 -0.2312 -1.3428
H 2.0039 -0.4927 -1.7522
H 3.5822 -1.5740 0.3845
H 2.0964 -2.6750 -1.2193
H 1.9694 -3.2817 0.4024
H -0.0673 -2.1772 -1.3955
H -0.0521 -1.2143 0.0522
H -0.0523 -3.5724 1.2453
H -0.9267 -4.0262 -0.2362
H -1.5936 -2.0680 1.9435
H -2.1862 -1.7430 0.2955
H -3.2857 -3.5675 2.2702
H -2.8695 -4.4317 0.8258
H -4.1472 -2.3577 -0.3502
H -4.9799 -3.7783 0.2208
H -5.7472 -2.7878 2.1700
H -4.5967 -1.4838 2.1319
H -7.2000 -1.1911 1.4134
H -6.6010 -1.7504 -0.1220
H -3.8798 1.4606 -0.8894
H -3.2593 0.0991 0.0505
H -4.2475 -0.1738 -1.4286
H -5.9716 1.1458 2.8615
H -5.2871 2.4902 1.9147
H -4.3123 1.1027 2.3432
H -7.3778 -0.2143 -1.9279
H -8.8755 1.0478 -3.4131
H -9.2720 3.4755 -3.0036
H -8.1641 4.6126 -1.1073
H -6.6712 3.3628 0.3728
C 5.8058 2.1339 4.2687
C 4.9008 2.4087 3.0870
O 5.4854 3.3315 2.1577
C 6.3130 2.9359 1.1751
C 6.8431 1.5186 1.1773
O 6.6453 3.7323 0.3403
H 6.7390 1.6613 3.9613
H 5.3058 1.4758 4.9789
H 6.0616 3.0669 4.7718
H 4.5945 1.4956 2.5768
H 3.9878 2.8927 3.4295
H 7.8026 1.5086 1.6925
H 6.9980 1.2165 0.1445
H 6.1806 0.7932 1.6440
C 6.5627 -3.5047 -4.0487
C 5.4367 -4.1243 -3.2481
O 4.3131 -3.2447 -3.1309
C 3.3450 -3.1599 -4.0642
C 3.5399 -3.8214 -5.4074
O 2.3693 -2.5073 -3.8136
H 6.2635 -3.3047 -5.0775
H 7.4256 -4.1704 -4.0661
H 6.8622 -2.5561 -3.6035
H 5.1272 -5.0902 -3.6486
H 5.7603 -4.2977 -2.2233
H 3.9679 -3.0917 -6.0935
H 2.5640 -4.1211 -5.7797
H 4.1744 -4.7036 -5.3839

List of Löwdin charges in e, atom by atom:
1. C -0.0935
2. C -0.2057
3. C -0.3083
4. C -0.0421
5. C -0.3273
6. C -0.1243
7. C -0.1321
8. C -0.2950
9. C -0.1749
10. C -0.1921
11. C -0.1918
12. C -0.1933
13. C -0.1940
14. C -0.2241
15. C -0.2626
16. C -0.2495
17. Si 0.5875
18. C -0.1606
19. C -0.1603
20. C -0.2488
21. C -0.0935
22. C -0.0875
23. C -0.0930
24. C -0.0827
25. C -0.0960
26. S 0.6630
27. O -0.2833
28. O -0.2456
29. O -0.1925
30. H 0.0703
31. H 0.0725
32. H 0.0704
33. H 0.1004
34. H 0.1144
35. H 0.1456
36. H 0.0672
37. H 0.0771
38. H 0.0883
39. H 0.1302
40. H 0.1301
41. H 0.1237
42. H 0.1168
43. H 0.1120
44. H 0.1207
45. H 0.0914
46. H 0.1181
47. H 0.1177
48. H 0.0726
49. H 0.1032
50. H 0.1080
51. H 0.1056
52. H 0.0799
53. H 0.1075
54. H 0.0993
55. H 0.0934
56. H 0.1096
57. H 0.1071
58. H 0.0980
59. H 0.0749
60. H 0.0708
61. H 0.0323
62. H 0.0026
63. H 0.0327
64. H 0.0337
65. H 0.0180
66. H 0.0257
67. H 0.0924
68. H 0.0964
69. H 0.0953
70. H 0.0956
71. H 0.0834
72. C -0.0540
73. C -0.2353
74. O -0.0016
75. C -0.5371
76. C 0.0153
77. O 0.0989
78. H 0.0688
79. H 0.0850
80. H 0.0830
81. H 0.0848
82. H 0.1175
83. H 0.0941
84. H 0.0872
85. H 0.0691
86. C -0.0621
87. C -0.2336
88. O -0.0089
89. C -0.5236
90. C 0.0167
91. O 0.1023
92. H 0.0687
93. H 0.0830
94. H 0.0839
95. H 0.1129
96. H 0.1233
97. H 0.0978
98. H 0.0925
99. H 0.0709

A cluster of 3 separate species, C17H37N2O3S in total. Source: the OMol25 dataset; level of theory: ωB97M-V with the def2-TZVPD basis set.

Values from the calculation:
total energy = -38185.54806 eV
net charge = -1

CARTESIAN COORDINATES (ANGSTROEM)
C 2.7846 -1.8763 3.3967
C 3.2105 -0.8387 2.3563
S 3.0488 -1.4636 0.6578
C 1.7926 -0.3659 -0.1546
C 0.7284 -1.0652 -0.9294
O -0.5600 -0.9310 -0.2193
C -0.8868 -2.0465 0.5447
C -1.7169 -1.6560 1.7679
C -2.1136 -2.9695 2.4783
C -0.8685 -0.7584 2.6842
C -1.0656 0.7505 2.5368
C -2.5369 1.1664 2.5225
C -0.3210 1.4757 3.6825
H 2.5782 -1.4129 4.3645
H 1.8785 -2.3867 3.0820
H 3.5561 -2.6316 3.5367
H 4.2411 -0.5540 2.5632
H 2.5994 0.0560 2.4684
H 2.3484 0.2515 -0.8630
H 1.3418 0.3122 0.5846
H 0.5998 -0.5486 -1.8780
H -1.4494 -2.7963 -0.0386
H 0.0190 -2.5480 0.8981
H -2.6139 -1.1332 1.4446
H -1.9111 -2.9292 3.5465
H -3.1653 -3.2114 2.3375
H -1.5247 -3.7978 2.0843
H -1.0038 -1.0047 3.7404
H 0.1776 -0.9580 2.4488
H -0.6197 1.0933 1.6058
H -3.1231 0.6216 3.2622
H -2.9744 1.0485 1.5338
H -2.6131 2.2283 2.7642
H 0.3782 0.7889 4.1617
H 0.2749 2.3117 3.3222
H -1.0106 1.8186 4.4521
C 0.6427 3.9989 0.7567
O 1.2014 4.9479 1.2830
N 0.1107 4.0218 -0.4764
C -0.5575 2.8690 -1.0581
C 0.2142 5.2451 -1.2462
H 0.5248 3.0250 1.2587
H -0.0510 2.5550 -1.9716
H -1.5953 3.1170 -1.2923
H -0.5450 2.0330 -0.3605
H 1.2606 5.5161 -1.3938
H -0.2743 6.0692 -0.7231
H -0.2601 5.0967 -2.2133
C 0.4295 -0.4480 -5.3734
O 0.0923 0.3121 -4.4925
N 0.0292 -1.7309 -5.4743
C 0.4556 -2.5797 -6.5610
C -0.8529 -2.2739 -4.4478
H 1.1143 -0.1472 -6.1893
H -0.4052 -2.9371 -7.1331
H 1.0045 -3.4445 -6.1806
H 1.1092 -2.0207 -7.2290
H -1.7745 -1.6915 -4.4066
H -0.3720 -2.2229 -3.4664
H -1.0868 -3.3087 -4.6879

List of natural (NBO) charges in e, atom by atom:
1. C -0.6148
2. C -0.5452
3. S 0.0969
4. C -0.5520
5. C -0.4251
6. O -0.6290
7. C -0.0283
8. C -0.2566
9. C -0.6024
10. C -0.3924
11. C -0.2135
12. C -0.6130
13. C -0.6106
14. H 0.1886
15. H 0.2140
16. H 0.1946
17. H 0.1945
18. H 0.2065
19. H 0.1953
20. H 0.1650
21. H 0.1384
22. H 0.1369
23. H 0.1706
24. H 0.1933
25. H 0.1939
26. H 0.1971
27. H 0.2054
28. H 0.1816
29. H 0.2198
30. H 0.2067
31. H 0.1945
32. H 0.2108
33. H 0.1968
34. H 0.2031
35. H 0.2081
36. H 0.1939
37. C 0.5283
38. O -0.6532
39. N -0.4256
40. C -0.4107
41. C -0.4120
42. H 0.1176
43. H 0.2158
44. H 0.1833
45. H 0.2404
46. H 0.2081
47. H 0.2027
48. H 0.2003
49. C 0.5313
50. O -0.6127
51. N -0.4312
52. C -0.3938
53. C -0.4345
54. H 0.0882
55. H 0.1838
56. H 0.1949
57. H 0.2015
58. H 0.2050
59. H 0.2603
60. H 0.1889

The molecule C6H7NO2. Source: the OMol25 dataset; level of theory: ωB97M-V with the def2-TZVPD basis set.

Values from the calculation:
SMILES = O/C=C\c1c[nH]cc1O
total energy = -11915.53175 eV
net charge = 0

CARTESIAN COORDINATES (ANGSTROEM)
O 0.7455 -2.0510 1.1965
C 0.1538 -1.1718 2.1705
C -0.3275 -0.0697 1.5944
C -0.5411 0.2774 0.0226
C -0.6591 1.7612 -0.2383
N -0.4162 1.8336 -1.6897
C 0.1658 0.7565 -2.0515
C 0.0851 -0.2034 -1.0164
O 0.7793 -1.3804 -1.3983
H 0.4844 -3.0405 1.4672
H 0.0190 -1.6797 3.0748
H -0.7507 0.7560 2.2177
H -0.8563 2.6657 0.2995
H -0.5433 2.8495 -2.1502
H 0.5275 0.3386 -3.1462
H 1.1338 -1.6421 -0.3526

List of natural (NBO) charges in e, atom by atom:
1. O -0.7464
2. C 0.0693
3. C -0.2215
4. C -0.1500
5. C -0.1331
6. N -0.4939
7. C -0.0613
8. C 0.1657
9. O -0.7135
10. H 0.4935
11. H 0.1940
12. H 0.2153
13. H 0.2140
14. H 0.4330
15. H 0.2250
16. H 0.5100

> Among the records above, which one has the lowest total energy?

C32H58O7SSi

> Look up the net charge of the first one.

0

> Among the records above, which one has the lowest total energy?

C32H58O7SSi